(1)
Formula: C19H26CoN14OPSe
Source: the Open Molecules 2025 dataset
Level of theory: wB97M-V/def2-TZVPD

Computed properties:
**Gap between HOMO and LUMO (spin up / spin down)**: 7.011 / 7.069 eV
**Multiplicity**: 1
**ΔE to the lowest compared entry with this formula, charge and spin**: 48.0 kJ/mol
**Strongest force on any atom**: 0.55 eV/A
**Total charge**: +2

CARTESIAN COORDINATES (ANGSTROEM)
1 Co -0.289 -0.670 -0.215
2 C 5.047 0.190 -0.502
3 N 3.716 -0.279 -0.886
4 C 3.414 -0.974 -2.026
5 C 2.073 -1.208 -2.001
6 N 1.558 -0.663 -0.859
7 C 2.569 -0.115 -0.197
8 P 2.418 0.673 1.428
9 C 1.504 -0.721 2.182
10 N 0.500 -1.374 1.604
11 C 0.152 -2.374 2.476
12 C 0.947 -2.312 3.582
13 N 1.798 -1.263 3.382
14 C 2.825 -0.810 4.322
15 C 0.930 1.635 1.048
16 N -0.130 1.154 0.404
17 C -1.039 2.170 0.314
18 C -0.511 3.280 0.901
19 N 0.730 2.932 1.355
20 C 1.655 3.816 2.064
21 H 5.754 -0.140 -1.257
22 H 5.336 -0.232 0.458
23 H 5.065 1.276 -0.452
24 H 4.165 -1.230 -2.753
25 H 1.459 -1.708 -2.727
26 H -0.607 -3.103 2.263
27 H 0.982 -2.919 4.470
28 H 2.848 -1.500 5.160
29 H 2.588 0.185 4.689
30 H 3.800 -0.806 3.841
31 H -1.990 2.053 -0.171
32 H -0.907 4.273 1.022
33 H 1.221 4.811 2.088
34 H 2.608 3.860 1.543
35 H 1.803 3.471 3.085
36 N -0.210 -4.461 0.019
37 C -0.727 -3.668 -0.945
38 N -1.573 -4.209 -1.831
39 O -0.442 -2.456 -1.035
40 H -0.344 -5.458 -0.007
41 H 0.604 -4.118 0.500
42 H -1.741 -5.198 -1.898
43 H -1.942 -3.603 -2.545
44 Se -0.860 -0.019 -2.479
45 C -1.595 1.718 -2.837
46 C -0.873 2.477 -3.753
47 C -1.391 3.694 -4.181
48 N -2.539 4.198 -3.743
49 C -3.225 3.467 -2.870
50 C -2.810 2.230 -2.399
51 H 0.080 2.134 -4.131
52 H -0.845 4.292 -4.902
53 H -4.166 3.885 -2.529
54 H -3.444 1.685 -1.720
55 N -5.472 -0.116 -0.116
56 N -4.245 -0.626 0.242
57 N -4.117 -1.585 1.126
58 C -2.802 -1.667 1.227
59 N -2.188 -0.785 0.427
60 N -3.144 -0.121 -0.199
61 H -6.178 -0.795 0.147
62 H -5.478 0.064 -1.115
63 H -2.319 -2.337 1.909

These are the Mulliken partial charges, in e, on atoms 1 to 4: Co -0.76; C -0.80; N 0.12; C -0.62

=====

(2)
Formula: C33H46CuNP3
Source: the Open Molecules 2025 dataset
Level of theory: wB97M-V/def2-TZVPD

Computed properties:
**Gap between HOMO and LUMO (spin up / spin down)**: 2.721 / 2.722 eV
**Multiplicity**: 2
**Strongest force on any atom**: 4.75 eV/A
**Total charge**: 0

CARTESIAN COORDINATES (ANGSTROEM)
1 P 2.535 -3.250 -1.711
2 P -0.997 -2.743 0.242
3 C 1.183 -4.136 -0.859
4 C -0.247 -3.668 -1.149
5 H 1.418 -4.090 0.205
6 H 1.314 -5.193 -1.124
7 H -0.284 -3.043 -2.054
8 H -0.880 -4.534 -1.353
9 C 0.207 -2.795 1.653
10 H -0.094 -2.144 2.489
11 H 1.193 -2.404 1.276
12 H 0.337 -3.811 1.997
13 C -2.584 -3.514 0.773
14 H -2.555 -4.216 1.622
15 H -3.131 -4.003 -0.070
16 H -3.129 -2.648 1.140
17 C 3.906 -4.573 -1.509
18 H 4.634 -4.445 -2.325
19 H 3.460 -5.575 -1.613
20 H 4.448 -4.508 -0.553
21 C 2.211 -4.314 -3.334
22 H 1.333 -3.899 -3.858
23 H 2.016 -5.366 -3.072
24 H 3.055 -4.311 -4.039
25 Cu -1.305 -0.910 -0.350
26 C 3.409 -0.783 0.022
27 C 3.695 -2.132 -0.341
28 C 5.212 -1.972 -0.788
29 C 5.322 -1.442 -2.219
30 C 4.343 -2.148 -3.045
31 C 2.996 -1.740 -3.004
32 C 2.398 -0.476 -2.294
33 C 2.868 0.168 -0.924
34 C -1.028 0.384 -1.886
35 H 3.110 -0.583 1.063
36 H 3.683 -2.811 0.549
37 H 5.738 -2.926 -0.732
38 H 5.716 -1.261 -0.125
39 H 5.073 -0.363 -2.200
40 H 6.335 -1.540 -2.668
41 H 4.667 -2.869 -3.815
42 H 2.452 -1.915 -3.944
43 H 1.351 -0.711 -2.032
44 H 2.353 0.301 -3.065
45 H 3.536 1.029 -1.066
46 H 1.961 0.616 -0.462
47 H -2.015 0.746 -2.224
48 H -0.445 -0.018 -2.728
49 H -0.519 1.248 -1.428
50 N -2.057 0.454 0.840
51 P -2.264 1.948 1.277
52 C -0.824 3.056 1.328
53 C -0.551 3.906 0.246
54 C 0.523 4.798 0.317
55 C 1.338 4.820 1.454
56 C 1.081 3.960 2.528
57 C 0.014 3.062 2.458
58 C -3.462 2.837 0.231
59 C -4.177 2.076 -0.705
60 C -5.017 2.717 -1.620
61 C -5.230 4.100 -1.531
62 C -4.603 4.839 -0.521
63 C -3.699 4.219 0.345
64 C -2.964 2.305 2.938
65 C -2.937 3.594 3.504
66 C -3.614 3.864 4.698
67 C -4.305 2.841 5.365
68 C -4.318 1.542 4.816
69 C -3.645 1.277 3.610
70 H -1.194 3.907 -0.632
71 H 0.711 5.478 -0.520
72 H 2.184 5.513 1.501
73 H 1.709 3.984 3.425
74 H -0.193 2.399 3.295
75 H -4.053 0.993 -0.721
76 H -5.504 2.128 -2.403
77 H -5.893 4.597 -2.239
78 H -4.804 5.909 -0.416
79 H -3.189 4.811 1.098
80 H -2.385 4.417 3.027
81 H -3.601 4.878 5.124
82 H -4.829 3.050 6.306
83 H -4.852 0.743 5.330
84 H -3.651 0.271 3.183

These are the Mulliken partial charges, in e, on atoms 1 to 4: P 0.89; P 1.89; C -1.28; C -1.18

=====

(3)
Formula: C43H52As3ClCoNO3PSe
Source: the Open Molecules 2025 dataset
Level of theory: wB97M-V/def2-TZVPD

Computed properties:
**Gap between HOMO and LUMO (spin up / spin down)**: 5.524 / 5.947 eV
**Multiplicity**: 2
**ΔE to the lowest compared entry with this formula, charge and spin**: 44.5 kJ/mol
**Strongest force on any atom**: 2.25 eV/A
**Total charge**: 0

CARTESIAN COORDINATES (ANGSTROEM)
1 Co -0.603 0.152 0.089
2 C 1.934 -1.923 2.466
3 As 1.520 -0.818 0.914
4 C 2.019 -2.165 -0.424
5 C 3.167 0.244 1.001
6 C 3.449 1.295 -0.074
7 C 3.412 0.682 -1.477
8 C 2.432 2.440 0.042
9 As 0.578 2.232 -0.641
10 C 0.893 2.630 -2.531
11 C 0.037 3.991 -0.015
12 C 4.830 1.923 0.193
13 As 6.603 1.000 0.224
14 C 6.302 -0.920 0.575
15 C 6.876 0.805 -1.718
16 H 2.895 -2.409 2.295
17 H 1.166 -2.682 2.603
18 H 1.985 -1.300 3.357
19 H 3.096 -2.330 -0.415
20 H 1.711 -1.883 -1.430
21 H 1.517 -3.097 -0.163
22 H 3.962 -0.498 1.006
23 H 3.148 0.722 1.983
24 H 2.398 0.357 -1.724
25 H 4.078 -0.180 -1.549
26 H 3.721 1.415 -2.225
27 H 2.818 3.318 -0.486
28 H 2.333 2.724 1.094
29 H 1.872 3.088 -2.663
30 H 0.115 3.317 -2.855
31 H 0.827 1.729 -3.140
32 H 0.723 4.732 -0.423
33 H 0.071 4.022 1.073
34 H -0.976 4.189 -0.352
35 H 4.781 2.450 1.150
36 H 5.002 2.697 -0.563
37 H 5.932 -1.083 1.586
38 H 7.277 -1.403 0.498
39 H 5.632 -1.391 -0.146
40 H 6.771 1.775 -2.202
41 H 6.175 0.104 -2.172
42 H 7.890 0.447 -1.899
43 O -1.518 2.008 1.821
44 N -1.866 0.717 1.490
45 C -3.127 0.590 1.370
46 C -3.828 -0.676 1.169
47 C -5.118 -0.717 1.708
48 C -5.847 -1.888 1.753
49 C -5.294 -3.058 1.256
50 C -4.035 -3.029 0.683
51 C -3.296 -1.847 0.601
52 P -1.662 -1.893 -0.226
53 C -1.987 -2.301 -1.979
54 C -3.149 -2.897 -2.453
55 C -3.322 -3.097 -3.816
56 C -2.338 -2.714 -4.712
57 C -1.169 -2.128 -4.246
58 C -1.001 -1.920 -2.889
59 C -1.040 -3.477 0.443
60 C -0.940 -3.585 1.832
61 C -0.481 -4.754 2.413
62 C -0.104 -5.823 1.609
63 C -0.172 -5.710 0.229
64 C -0.634 -4.540 -0.357
65 H -0.691 1.888 2.379
66 H -3.739 1.473 1.546
67 H -5.533 0.188 2.137
68 H -6.832 -1.896 2.200
69 H -5.842 -3.990 1.314
70 H -3.610 -3.948 0.301
71 H -3.932 -3.196 -1.770
72 H -4.241 -3.543 -4.175
73 H -2.485 -2.863 -5.774
74 H -0.400 -1.821 -4.943
75 H -0.111 -1.423 -2.515
76 H -1.239 -2.740 2.445
77 H -0.419 -4.836 3.491
78 H 0.234 -6.747 2.059
79 H 0.132 -6.541 -0.396
80 H -0.689 -4.458 -1.436
81 Se 0.801 1.106 3.818
82 C 1.440 2.756 4.535
83 C 0.567 3.643 5.165
84 C 1.043 4.830 5.704
85 C 2.391 5.151 5.622
86 C 3.263 4.274 4.993
87 C 2.793 3.085 4.453
88 H -0.483 3.391 5.234
89 H 0.357 5.508 6.198
90 H 2.759 6.077 6.046
91 H 4.318 4.512 4.927
92 H 3.474 2.397 3.968
93 Cl -7.294 1.344 -5.430
94 C -5.901 1.386 -4.398
95 C -5.757 0.426 -3.410
96 C -4.641 0.460 -2.590
97 C -3.683 1.452 -2.752
98 C -3.847 2.413 -3.742
99 C -4.954 2.384 -4.573
100 C -2.468 1.513 -1.862
101 O -1.847 2.574 -1.772
102 O -2.176 0.416 -1.265
103 H -6.512 -0.339 -3.285
104 H -4.507 -0.283 -1.815
105 H -3.096 3.184 -3.849
106 H -5.086 3.131 -5.344

These are the Mulliken partial charges, in e, on atoms 1 to 4: Co 0.32; C -1.02; As 0.75; C -1.48

=====

(4)
Formula: C2H5BrClN
Source: the Open Molecules 2025 dataset
Level of theory: wB97M-V/def2-TZVPD

Computed properties:
**Gap between HOMO and LUMO (spin up / spin down)**: 8.209 / 8.219 eV
**Multiplicity**: 1
**ΔE to the lowest compared entry with this formula, charge and spin**: 367.8 kJ/mol
**Strongest force on any atom**: 1.99 eV/A
**Total charge**: 0

CARTESIAN COORDINATES (ANGSTROEM)
1 C 1.544 1.016 -1.121
2 C -1.668 -1.073 0.875
3 N -1.956 -0.655 -0.224
4 Cl -3.675 -1.116 -1.411
5 Br 1.716 2.783 -0.226
6 H 0.838 0.321 -0.529
7 H 2.548 0.580 -1.217
8 H -2.073 -1.884 1.414
9 H 1.128 1.171 -2.100
10 H -1.439 0.101 -0.659

These are the Mulliken partial charges, in e, on atoms 1 to 4: C -0.49; C -0.10; N -0.17; Cl -0.32